A 2-piece molecular cluster, C4H9NO overall, computed with ωB97M-V with the def2-TZVPD basis set.

For the strongest force on any atom, the calculation gives 0.3 eV/A. As for the LUMO energy: 0.003 eV. Its energy above the lowest of the compared OMol25 structures with the same formula, charge and spin is 88.47 kcal per mole. The total energy is -287.691458 Ha. As for the charge: 0. The frontier orbital gap comes out at 8.732 eV.

Geometry (Å):
H1 -0.786 1.848 1.292
C1 1.256 1.053 -0.172
H2 1.646 -0.950 -0.219
C2 -0.078 1.144 -0.679
H3 -1.858 -2.262 -0.034
H4 2.981 0.071 0.163
H5 -0.414 -1.605 0.778
H6 -0.708 -1.265 -0.963
C3 -0.803 -2.009 -0.163
H7 -0.249 -2.913 -0.431
H8 -1.820 0.738 0.334
H9 -1.706 2.403 -0.151
C4 -1.117 1.586 0.279
O1 1.677 2.217 -0.145
N1 1.979 -0.057 0.112

Partial atomic charges computed with the natural (NBO) method, in multiples of e: atom 1 (H): 0.20, atom 2 (C): 0.49, atom 3 (H): 0.40, atom 4 (C): 0.13, atom 5 (H): 0.23, atom 6 (H): 0.40, atom 7 (H): 0.21, atom 8 (H): 0.22, atom 9 (C): -0.88, atom 10 (H): 0.22, atom 11 (H): 0.26, atom 12 (H): 0.25, atom 13 (C): -0.76, atom 14 (O): -0.58, atom 15 (N): -0.82

---

A single C4H7N3S molecule at a distorted geometry, computed with ωB97M-V with the def2-TZVPD basis set.

For the strongest force on any atom, the calculation gives 5.3 eV/A. As for the LUMO energy: 0.840 eV. Its energy above the lowest of the compared OMol25 structures with the same formula, charge and spin is 73.77 kcal per mole. The total energy is -718.985023 Ha. As for the charge: 0. The frontier orbital gap comes out at 8.182 eV. Its SMILES is Cn1ccs/c1=N\N.

Geometry (Å):
H1 -2.317 0.872 0.544
H2 1.839 -0.581 -3.211
C1 -0.448 -1.088 1.437
C2 -1.250 1.003 0.356
S1 1.844 -1.442 0.292
H3 2.687 -0.596 -1.759
N1 1.984 -0.013 -2.346
N2 0.774 0.128 -1.613
C3 0.646 -1.935 1.462
H4 -0.826 1.694 1.021
H5 -1.385 1.435 -0.754
H6 0.743 -2.513 2.297
C4 0.680 -0.336 -0.454
H7 -1.228 -1.233 2.063
N3 -0.416 -0.196 0.411

Partial atomic charges computed with the natural (NBO) method, in multiples of e: atom 1 (H): 0.21, atom 2 (H): 0.36, atom 3 (C): 0.00, atom 4 (C): -0.42, atom 5 (S): 0.25, atom 6 (H): 0.32, atom 7 (N): -0.64, atom 8 (N): -0.34, atom 9 (C): -0.47, atom 10 (H): 0.20, atom 11 (H): 0.24, atom 12 (H): 0.23, atom 13 (C): 0.25, atom 14 (H): 0.21, atom 15 (N): -0.42

---

A single C4H9NOS molecule at a distorted geometry, computed with ωB97M-V with the def2-TZVPD basis set.

For the strongest force on any atom, the calculation gives 4.6 eV/A. As for the LUMO energy: 0.611 eV. Its energy above the lowest of the compared OMol25 structures with the same formula, charge and spin is 55.72 kcal per mole. The total energy is -685.930146 Ha. As for the charge: 0. The frontier orbital gap comes out at 10.076 eV. Its SMILES is N[C@@H](C=O)CCS.

Geometry (Å):
O1 -2.274 -0.006 2.100
C1 0.612 -0.130 0.484
H1 2.100 1.597 -1.363
S1 1.183 1.009 -2.148
H2 0.991 -1.450 -1.257
H3 -1.242 1.849 1.729
H4 0.666 -1.040 1.111
H5 -0.803 1.048 -0.580
H6 -0.845 -1.115 -1.184
N1 -1.500 -0.890 -0.426
C2 1.362 -0.450 -0.878
H7 -1.540 -1.648 0.221
C3 -1.569 0.823 1.451
H8 2.431 -0.432 -0.629
C4 -0.870 0.323 0.237
H9 1.296 0.513 1.132

Partial atomic charges computed with the natural (NBO) method, in multiples of e: atom 1 (O): -0.52, atom 2 (C): -0.43, atom 3 (H): 0.13, atom 4 (S): -0.08, atom 5 (H): 0.22, atom 6 (H): 0.14, atom 7 (H): 0.22, atom 8 (H): 0.23, atom 9 (H): 0.34, atom 10 (N): -0.81, atom 11 (C): -0.48, atom 12 (H): 0.36, atom 13 (C): 0.42, atom 14 (H): 0.23, atom 15 (C): -0.19, atom 16 (H): 0.21

---

A 2-piece molecular cluster, H3S3 overall at a distorted geometry, computed with ωB97M-V with the def2-TZVPD basis set.

For the strongest force on any atom, the calculation gives 1.5 eV/A. Its spin multiplicity is 2. As for the LUMO energy (alpha / beta): 0.237 / -2.337 eV. Its energy above the lowest of the compared OMol25 structures with the same formula, charge and spin is 5.55 kcal per mole. The total energy is -1196.307194 Ha. As for the charge: 0. The frontier orbital gap (alpha / beta) comes out at 9.459 / 6.820 eV.

Geometry (Å):
H1 -0.695 0.382 -0.624
S1 -2.056 0.365 -0.315
S2 0.986 -0.432 -1.381
H2 1.382 -0.207 1.174
S3 2.243 -0.335 0.141
H3 -1.860 0.228 1.004

Partial atomic charges computed with the natural (NBO) method, in multiples of e: atom 1 (H): 0.13, atom 2 (S): -0.34, atom 3 (S): -0.09, atom 4 (H): 0.11, atom 5 (S): 0.05, atom 6 (H): 0.13

---

A single C5H4ClIN2OS molecule at a distorted geometry, computed with ωB97M-V with the def2-TZVPD basis set.

For the strongest force on any atom, the calculation gives 3.8 eV/A. As for the LUMO energy (alpha / beta): -1.023 / -1.024 eV. The total energy is -1533.517495 Ha. As for the charge: 0. The frontier orbital gap (alpha / beta) comes out at 7.341 / 7.341 eV.

Geometry (Å):
I1 3.512 0.110 -0.167
H1 1.808 2.300 0.431
C1 0.538 0.505 -0.032
C2 -1.242 -0.749 -0.794
C3 1.809 1.374 -0.267
H2 0.866 -0.032 1.829
Cl1 -1.497 -0.302 -3.384
H3 -2.306 -0.363 -0.554
C4 -0.820 -1.078 0.814
S1 -1.804 -1.533 2.095
N1 0.197 -0.137 1.120
C5 -1.153 -1.421 -2.226
N2 -0.253 0.232 -1.055
O1 -1.532 -0.790 3.374
H4 1.877 1.885 -1.183

Partial atomic charges computed with the natural (NBO) method, in multiples of e: atom 1 (I): 0.14, atom 2 (H): 0.25, atom 3 (C): 0.43, atom 4 (C): -0.21, atom 5 (C): -0.59, atom 6 (H): 0.44, atom 7 (Cl): 0.12, atom 8 (H): 0.24, atom 9 (C): -0.13, atom 10 (S): 1.04, atom 11 (N): -0.60, atom 12 (C): 0.03, atom 13 (N): -0.52, atom 14 (O): -0.91, atom 15 (H): 0.25

---

C6H10O as an isolated structure at a distorted geometry, computed with ωB97M-V with the def2-TZVPD basis set.

For the strongest force on any atom, the calculation gives 1.3 eV/A. As for the LUMO energy: 1.095 eV. Its energy above the lowest of the compared OMol25 structures with the same formula, charge and spin is 57.07 kcal per mole. The total energy is -309.751431 Ha. As for the charge: 0. The frontier orbital gap comes out at 10.475 eV.

Geometry (Å):
C1 1.223 0.345 -0.532
H1 -1.769 0.810 -0.740
H2 -0.448 -1.772 0.988
H3 -1.340 0.345 -2.407
O1 0.969 0.496 2.060
H4 2.095 0.112 -1.131
C2 -1.382 0.001 -1.371
H5 -1.154 0.803 2.164
H6 1.007 1.416 -0.647
C3 1.301 -0.315 0.941
H7 -2.129 -0.808 -1.321
H8 0.253 -1.391 -1.429
C4 -0.050 -0.518 -0.832
C5 -0.115 -0.768 0.663
C6 -0.327 0.652 1.473
H9 2.101 -1.007 1.229
H10 -0.236 1.598 0.892

Partial atomic charges computed with the natural (NBO) method, in multiples of e: atom 1 (C): -0.44, atom 2 (H): 0.20, atom 3 (H): 0.22, atom 4 (H): 0.21, atom 5 (O): -0.53, atom 6 (H): 0.22, atom 7 (C): -0.61, atom 8 (H): 0.19, atom 9 (H): 0.21, atom 10 (C): 0.09, atom 11 (H): 0.21, atom 12 (H): 0.20, atom 13 (C): -0.23, atom 14 (C): -0.24, atom 15 (C): -0.08, atom 16 (H): 0.19, atom 17 (H): 0.18

---

A 2-piece molecular cluster, H2O2S overall at a distorted geometry, computed with ωB97M-V with the def2-TZVPD basis set.

For the strongest force on any atom, the calculation gives 1.7 eV/A. As for the LUMO energy (alpha / beta): -3.512 / -3.507 eV. Its energy above the lowest of the compared OMol25 structures with the same formula, charge and spin is 77.48 kcal per mole. The total energy is -549.601196 Ha. As for the charge: 0. The frontier orbital gap (alpha / beta) comes out at 5.897 / 5.875 eV.

Geometry (Å):
H1 1.878 -0.981 -0.004
S1 0.646 -1.515 0.081
O1 1.085 1.851 -0.880
O2 1.284 0.861 -0.049
H2 0.799 1.048 0.815

Partial atomic charges computed with the natural (NBO) method, in multiples of e: atom 1 (H): 0.13, atom 2 (S): -0.15, atom 3 (O): -0.23, atom 4 (O): -0.25, atom 5 (H): 0.50

---

A single C2H5BrSi molecule at a distorted geometry, computed with ωB97M-V with the def2-TZVPD basis set.

For the strongest force on any atom, the calculation gives 2.4 eV/A. As for the LUMO energy: 0.521 eV. Its energy above the lowest of the compared OMol25 structures with the same formula, charge and spin is 35.71 kcal per mole. The total energy is -2942.652585 Ha. As for the charge: 0. The frontier orbital gap comes out at 10.458 eV. Its SMILES is [SiH3]/C=C/Br.

Geometry (Å):
H1 1.237 -0.252 1.379
H2 -1.378 -1.703 -0.077
C1 -2.100 0.244 0.155
Si1 0.638 -0.028 0.065
H3 0.617 1.407 -0.239
H4 -1.964 1.298 0.291
H5 1.363 -0.755 -0.975
C2 -1.160 -0.653 0.054
Br1 -4.176 0.008 -0.014

Partial atomic charges computed with the natural (NBO) method, in multiples of e: atom 1 (H): -0.16, atom 2 (H): 0.25, atom 3 (C): -0.12, atom 4 (Si): 0.87, atom 5 (H): -0.16, atom 6 (H): 0.20, atom 7 (H): -0.16, atom 8 (C): -0.65, atom 9 (Br): -0.08